(1)
Density functional theory data (wB97M-V/def2-TZVPD) for a structure of composition C30H53Br3N3ORuSi.

Each line ends with the Löwdin charge.
Positions of all 92 atoms, in Å:
H: -0.720 -2.053 0.707  0.061
H: -4.000 1.849 4.122  0.061
H: 0.957 -1.553 4.693  0.061
C: -2.020 -2.297 4.373  -0.115
C: 1.207 4.180 -2.155  -0.076
H: 0.236 4.680 -2.161  0.079
H: 3.159 -3.182 1.703  0.112
H: 2.667 -0.665 2.115  0.093
H: 0.063 1.184 -3.468  0.077
C: -2.580 0.341 -1.720  -0.132
H: 0.596 2.651 -4.316  0.087
H: -4.458 3.137 0.056  0.107
C: -4.543 1.727 -1.551  -0.029
H: 1.185 0.316 7.850  0.089
Br: -1.357 -2.759 -4.210  0.753
O: -0.616 -0.966 -1.794  -0.227
H: 2.841 2.269 -3.327  0.085
H: 0.036 1.604 7.518  0.065
H: -3.972 -1.572 -4.749  0.094
Ru: 0.015 0.515 -0.301  0.990
C: 2.406 2.006 -2.359  -0.082
Br: -0.770 0.458 2.726  0.547
H: -3.710 1.482 6.639  0.065
N: -2.013 0.974 -0.655  -0.033
C: -4.341 -0.030 -3.335  -0.637
H: 1.298 2.148 5.352  0.060
H: -0.379 3.174 6.104  0.062
H: 4.086 -1.797 -0.145  0.107
H: -3.249 3.171 6.798  0.089
C: -3.856 0.690 -2.215  -0.193
H: 1.969 1.360 1.361  0.060
H: -2.685 2.551 3.184  0.036
H: -3.416 -2.229 6.697  0.089
C: 1.487 1.080 5.261  -0.115
C: -3.959 2.340 -0.477  -0.040
H: -4.398 0.065 5.137  0.063
N: 2.150 0.675 0.636  -0.058
H: -0.849 2.692 -3.297  0.087
H: -0.497 3.275 4.341  0.076
C: 1.033 2.659 -2.193  -0.662
C: 0.240 0.547 7.349  -0.087
H: 1.740 4.493 -1.255  0.082
H: 1.655 0.856 4.207  0.035
H: 4.062 0.024 1.312  0.112
H: -3.034 -0.594 7.224  0.069
H: 3.113 2.353 -1.598  0.075
C: 0.856 -1.243 5.736  -0.101
H: -3.531 3.523 4.390  0.088
H: -1.579 4.222 5.363  0.088
C: -3.593 -1.025 -3.896  -0.178
C: 0.255 2.194 -0.962  -0.225
H: -2.195 2.416 0.778  0.079
H: -1.937 -2.105 3.303  0.044
H: 2.417 0.864 5.797  0.088
H: 1.844 -1.321 6.201  0.089
C: 3.078 -1.592 0.220  -0.195
C: -2.502 -1.051 5.136  -0.627
C: -2.133 2.143 5.264  -0.626
H: 0.329 -2.410 -0.462  0.072
C: 3.057 -0.372 1.137  -0.237
C: -3.147 2.521 4.172  -0.113
H: -4.514 -1.607 4.610  0.089
H: 2.492 -3.658 0.155  0.111
H: 1.772 4.531 -3.022  0.082
C: -2.675 -1.427 6.616  -0.087
C: -1.767 -0.704 -2.304  -0.440
C: -1.074 3.256 5.269  -0.105
C: 0.368 0.209 5.855  -0.622
C: 0.154 2.270 -3.391  -0.053
C: 2.506 -2.848 0.891  -0.196
H: 2.334 0.917 -2.309  0.074
H: -2.760 -3.092 4.509  0.088
H: -1.752 -1.796 7.064  0.064
H: -0.437 3.021 -0.703  0.044
Br: -6.040 0.385 -4.071  0.749
N: 0.262 -1.989 0.459  -0.045
C: -3.888 -0.711 4.567  -0.103
H: -2.206 1.914 7.455  0.069
H: -1.064 -2.678 4.723  0.060
H: 0.204 -1.954 6.242  0.064
C: -2.332 -1.363 -3.390  -0.616
H: -5.524 2.021 -1.898  0.078
C: -2.684 1.939 -0.061  -0.154
H: 1.097 -2.039 2.348  0.062
H: -0.540 -0.031 7.848  0.070
H: -3.835 -0.396 3.522  0.078
C: -2.859 2.164 6.618  -0.087
C: 1.094 -2.662 1.449  -0.283
H: 0.710 -3.644 1.751  0.112
H: 2.469 -1.355 -0.657  0.094
H: 2.567 1.178 -0.138  0.032
Si: -1.307 0.440 4.938  0.481

As for the LUMO energy (alpha / beta): 0.29 / 0.22 eV. The total charge is 0. Its multiplicity is 2. As for the relative energy (zero: lowest compared OMol25 entry of this formula, charge and spin): 74.6 kJ/mol.



(2)
Density functional theory data (wB97M-V/def2-TZVPD) for a structure of composition C30H53CsF4NO18P2S6V at a distorted geometry.

Each line ends with the Löwdin charge.
Positions of all 116 atoms, in Å:
H: -1.448 1.466 -6.608  0.130
C: -0.562 0.403 7.184  -0.218
O: -0.925 -0.582 -0.919  -0.352
C: -1.063 0.122 4.794  -0.211
H: -3.273 4.670 -0.458  0.124
F: 1.472 -4.365 -1.105  -0.097
H: 3.781 -4.607 1.846  0.107
H: 2.259 -2.346 0.337  0.082
H: 2.048 -4.339 1.625  0.075
H: -1.665 2.674 -0.203  0.101
H: -1.552 5.878 -2.168  0.111
H: -7.490 -1.711 0.367  0.125
C: -1.653 2.299 -2.346  -0.240
O: 2.597 3.160 4.368  -0.326
H: -3.435 4.183 -2.162  0.120
P: -0.389 -0.556 0.475  0.267
H: -1.702 0.472 3.986  0.083
H: 5.110 -1.945 1.443  0.126
F: -1.161 0.548 1.314  -0.111
C: 4.223 0.181 -2.820  -0.073
H: 2.503 0.293 -5.477  0.111
H: -1.734 1.756 5.977  0.127
C: 4.015 -2.268 -4.085  -0.147
H: 2.353 -0.887 2.368  0.077
O: -3.447 -0.861 5.326  -0.337
C: 1.171 3.225 1.234  -0.207
C: 3.016 -3.841 1.738  -0.160
O: -0.458 -5.241 0.188  -0.374
O: -3.127 -2.624 -0.661  -0.398
C: 3.165 -1.958 -3.032  -0.018
C: -0.798 -0.585 -6.145  -0.191
O: -0.731 -3.349 -1.578  -0.363
N: 3.927 -3.582 -4.708  -0.358
C: -4.271 -0.799 0.999  -0.198
C: 0.640 1.375 -5.920  -0.203
C: 1.869 5.130 2.627  -0.188
H: 0.618 2.871 0.368  0.080
C: 5.029 -0.101 -3.926  -0.066
H: 3.881 -0.622 3.311  0.115
O: 1.218 -2.235 -5.623  -0.277
H: -6.041 -3.611 0.835  0.115
H: 1.021 1.655 2.820  0.086
H: -0.881 4.923 -0.810  0.077
S: -3.927 -2.553 0.568  0.761
O: 0.414 4.346 4.717  -0.336
H: -1.122 1.364 -2.504  0.072
O: 4.182 -3.262 4.158  -0.306
C: -1.706 -0.560 7.367  -0.195
H: -0.385 -0.834 -7.120  0.118
O: 1.683 -2.977 3.871  -0.459
O: -3.673 -3.331 1.766  -0.412
H: -6.505 -1.073 -0.803  0.119
H: -0.111 -0.219 4.386  0.103
C: 1.490 0.408 -5.103  -0.169
S: 0.505 -1.130 -5.006  0.777
H: -2.422 2.297 -3.128  0.103
Cs: -1.051 -4.075 2.982  1.162
H: -5.657 -3.352 -0.895  0.107
H: -0.013 4.918 1.567  0.115
S: -2.054 -1.133 5.659  0.703
O: -0.792 3.948 -4.212  -0.327
H: -0.384 2.705 2.747  0.097
H: 0.423 -0.074 7.170  0.129
O: 3.066 -4.329 -4.309  0.090
P: -0.088 -4.613 -1.107  0.253
H: 1.521 0.791 -4.082  0.096
C: -5.768 -0.751 1.240  -0.202
H: -0.447 1.078 8.036  0.125
O: -1.503 -2.474 5.471  -0.465
H: 1.763 6.113 3.074  0.108
V: -1.767 -1.766 -2.376  1.079
S: 1.408 3.780 3.811  0.689
O: 4.683 -3.827 -5.621  0.096
H: 5.633 -1.566 -5.342  0.124
C: -5.658 -2.907 0.099  -0.194
C: 4.065 -1.659 1.326  -0.216
H: -1.729 -1.411 8.041  0.112
O: -0.373 -1.750 1.334  -0.376
H: 4.094 -0.749 0.718  0.106
H: 1.317 5.318 0.511  0.117
C: -0.824 0.924 -5.900  -0.208
S: -0.595 3.710 -2.789  0.702
C: -2.336 2.706 -1.065  -0.229
H: 2.241 3.016 1.169  0.126
C: 3.343 -1.264 2.619  -0.208
H: -6.070 -1.086 2.229  0.132
F: 1.105 -0.041 0.341  -0.099
H: -1.229 1.189 -4.920  0.083
C: 4.949 -1.333 -4.539  0.003
H: -1.650 -1.214 -5.891  0.102
H: 0.646 2.386 -5.503  0.100
H: 0.979 1.566 -6.940  0.127
H: 4.252 1.156 -2.347  0.113
H: 3.725 -3.042 -0.241  0.110
C: -0.813 1.168 5.894  -0.208
O: 0.727 3.498 -2.233  -0.326
O: -0.078 -1.168 -3.640  -0.419
H: -0.060 1.917 5.656  0.095
H: -3.967 -0.212 0.130  0.090
H: 2.942 4.939 2.546  0.103
H: -2.632 -0.019 7.589  0.106
C: 3.262 -0.714 -2.394  -0.079
H: -3.694 -0.395 1.830  0.106
H: -3.234 2.116 -0.872  0.113
C: 3.211 -2.749 0.674  -0.230
C: -1.503 4.897 -1.708  -0.182
C: 0.695 2.667 2.593  -0.243
F: -0.269 -5.689 -2.246  -0.095
C: 1.058 4.746 1.402  -0.238
C: -6.424 -1.607 0.149  -0.217
H: -6.087 0.283 1.095  0.124
S: 3.047 -2.884 3.349  0.704
H: 5.840 0.558 -4.206  0.112
C: -2.790 4.148 -1.277  -0.193
H: 2.475 -2.710 -2.677  0.104
H: 2.528 -0.420 -1.660  0.094

As for the LUMO energy (alpha / beta): -3.89 / -4.03 eV. The total charge is +1. Its multiplicity is 4.



(3)
Density functional theory data (wB97M-V/def2-TZVPD) for a structure of composition C30H53N2O4PPdS2Si2 at a distorted geometry.

Each line ends with the Löwdin charge.
Positions of all 95 atoms, in Å:
H: -0.200 2.756 3.789  0.026
H: -0.658 -0.689 6.201  0.100
H: 0.413 3.213 -0.713  0.084
C: -0.944 -1.117 4.100  -0.307
C: 0.442 -2.415 -3.592  -0.507
H: 2.492 -1.724 -3.469  0.036
H: 3.701 3.200 -2.565  0.119
H: 1.891 0.099 5.112  0.035
Si: 0.093 0.303 3.473  0.510
C: -0.380 -3.546 -4.164  -0.043
S: 1.810 1.031 -4.801  0.284
H: 4.434 3.714 0.822  0.083
H: -1.442 -3.377 -3.979  0.082
H: -3.151 -4.056 5.351  0.100
H: 0.773 4.397 0.556  0.085
H: 2.488 0.886 3.633  0.021
C: 2.872 0.805 -0.265  -0.281
C: 2.527 3.392 -0.194  -0.359
H: -4.038 1.306 -2.718  0.083
H: -2.860 -3.682 2.940  0.099
C: -2.366 -3.017 3.644  -0.101
Si: -1.354 -1.722 1.314  0.414
Pd: -0.161 0.316 1.127  0.396
H: 3.071 4.599 1.525  0.079
H: -3.286 -2.808 0.277  0.038
C: 2.995 2.130 -0.878  -0.100
C: -0.548 -3.297 0.745  -0.211
C: -1.132 -1.342 5.472  -0.095
C: -3.117 -1.787 0.632  -0.238
H: -2.376 -0.251 -5.753  0.081
C: -2.767 2.428 1.152  -0.599
H: -1.694 1.864 4.102  0.028
H: -3.058 2.616 -3.417  0.088
O: -1.553 2.320 1.356  -0.065
C: -1.571 -1.957 3.175  -0.305
H: 2.714 4.198 -0.906  0.128
H: -3.282 -1.125 -0.218  -0.009
P: 0.380 0.274 -3.679  0.286
H: 2.365 -3.322 0.363  0.089
N: -3.615 1.366 1.155  0.209
H: -0.090 -4.492 -3.702  0.085
H: -3.969 0.053 -5.030  0.083
H: 4.116 -2.346 -0.921  0.129
C: 3.633 2.232 -2.084  -0.052
H: 3.225 2.854 1.790  0.071
C: 3.370 3.656 1.062  -0.049
H: 4.664 1.226 -3.687  0.097
H: -3.011 1.401 -5.684  0.087
H: 0.265 -2.356 -2.513  0.060
H: -0.388 1.852 5.309  0.034
O: -0.071 -1.207 -4.191  -0.354
H: -2.669 4.409 0.945  0.142
C: -2.538 -3.233 5.004  -0.089
H: -3.861 -1.578 1.408  0.034
H: 1.571 -2.163 -0.714  0.047
C: -3.017 1.643 -2.922  -0.061
H: -5.344 3.479 1.522  0.087
H: 0.376 -3.507 1.285  0.025
O: 2.228 0.638 0.793  -0.058
C: -0.611 1.847 4.235  -0.210
H: 4.558 -2.565 1.542  0.082
N: -3.324 3.647 0.957  0.027
C: -4.730 3.897 0.722  -0.082
C: -2.958 0.448 -5.152  -0.042
C: -2.302 0.637 -3.801  -0.525
C: 2.264 -2.260 0.129  -0.086
H: 2.258 -0.869 3.668  0.026
H: -5.067 3.486 -0.234  0.082
O: -0.962 1.120 -4.024  -0.368
H: 2.291 -3.484 -3.367  0.088
H: -4.895 4.970 0.700  0.087
H: -3.175 0.461 1.157  0.034
C: 1.853 0.084 4.016  -0.201
C: 4.514 -1.591 1.048  -0.045
C: 3.634 -1.672 -0.208  -0.352
H: 2.119 -2.641 -4.928  0.091
H: -2.487 1.761 -1.972  0.042
C: 1.043 3.417 0.154  -0.070
H: 4.098 -0.868 1.753  0.069
H: 4.689 -0.976 -2.564  0.118
H: -0.341 -3.312 -0.327  0.015
H: -2.062 -2.547 6.985  0.100
S: -0.669 -0.259 -1.116  0.363
H: -0.220 -3.616 -5.243  0.088
C: 4.193 -0.138 -2.088  -0.047
C: 4.199 1.114 -2.717  -0.095
H: -1.267 -4.092 0.970  0.039
H: 5.532 -1.286 0.799  0.083
H: -2.262 -0.325 -3.288  0.083
C: 3.564 -0.328 -0.888  -0.106
C: -1.922 -2.388 5.922  -0.091
C: 1.928 -2.577 -3.855  -0.056
H: 1.822 -1.753 0.986  0.049
H: 0.819 2.690 0.928  0.030
H: -4.522 1.426 0.727  0.097

As for the LUMO energy (alpha / beta): 0.44 / -1.91 eV. The total charge is 0. Its multiplicity is 5. As for the relative energy (zero: lowest compared OMol25 entry of this formula, charge and spin): 14.9 kJ/mol.



(4)
Density functional theory data (wB97M-V/def2-TZVPD) for a structure of composition C30H54B3Cl27N4O4 at a distorted geometry.

Each line ends with the Löwdin charge.
Positions of all 122 atoms, in Å:
Cl: 1.872 2.106 -8.377  0.516
H: 4.016 3.276 -1.878  0.098
H: -1.591 3.008 -3.188  0.105
C: 0.534 2.646 -1.792  -0.178
C: -3.460 -1.892 -1.350  -0.064
Cl: 7.862 -2.645 4.430  0.524
Cl: -9.755 0.800 0.619  0.536
Cl: -6.849 -2.354 -0.743  0.530
Cl: 1.374 3.578 3.145  0.596
B: -2.526 -0.643 1.848  -0.692
C: -3.209 1.388 1.295  -0.261
H: -3.572 -2.411 9.276  -0.001
H: -2.479 0.021 -1.218  0.086
C: 2.169 2.624 0.219  -0.256
C: 7.736 -2.206 -0.162  -0.249
C: 6.125 -2.430 4.204  -1.536
H: 1.467 0.935 -0.864  0.092
H: 5.795 3.053 0.556  0.108
H: 7.130 -0.201 -1.754  0.086
C: 3.131 3.830 0.083  -0.215
H: -2.574 2.212 -1.983  0.104
C: 8.061 -0.721 0.126  -0.228
C: 4.311 3.592 -0.872  -0.224
H: 8.490 2.253 -1.059  0.100
B: -2.946 -2.023 0.132  -0.587
H: 5.952 1.493 -2.089  0.105
H: 4.831 4.551 -0.993  0.113
N: -2.534 0.802 2.154  0.325
H: 1.556 4.426 -8.438  0.011
C: -3.252 0.485 -7.644  -1.522
C: -13.024 2.576 2.490  -1.563
C: 6.348 2.198 -1.353  -0.198
C: 0.991 3.597 -8.032  -1.548
O: -1.488 -1.413 2.330  0.276
H: 2.475 1.894 4.343  0.014
H: -3.621 0.445 -8.661  0.012
H: 0.823 3.100 -2.745  0.104
Cl: -13.344 4.311 2.552  0.521
C: -0.474 1.536 -2.107  -0.226
H: -3.207 -2.819 -1.884  0.114
B: -1.022 -2.353 1.396  -0.508
H: -4.205 0.490 -2.868  0.119
H: 5.753 -1.607 -0.920  0.064
H: 9.081 -0.694 0.533  0.109
Cl: -1.732 -2.908 10.635  0.526
N: 1.147 -2.785 -0.890  0.102
H: 2.661 -4.808 0.185  0.059
Cl: -0.594 3.577 -8.806  0.506
H: 1.248 2.979 0.684  0.037
Cl: 5.749 -0.740 3.848  0.512
C: -3.296 -0.039 -3.174  -0.187
H: 0.806 -3.269 -1.709  0.072
H: 0.688 -3.293 2.467  0.125
Cl: -14.428 1.705 1.867  0.519
C: 7.653 1.629 -0.723  -0.192
H: -3.204 -1.444 4.005  -0.024
C: 1.042 -3.607 0.327  -0.652
C: -2.355 1.027 -3.789  -0.220
Cl: -1.502 0.276 -7.677  0.517
H: -1.534 0.554 -4.341  0.102
C: 2.586 2.969 4.279  -1.523
C: 7.961 0.157 -1.138  -0.196
Cl: -12.571 1.968 4.085  0.518
H: -0.030 0.779 -2.764  0.114
C: -6.610 -4.098 -0.615  -1.495
Cl: -2.747 -3.617 4.742  0.568
H: 8.111 -2.870 0.620  0.094
Cl: -5.312 -2.263 4.613  0.542
O: -1.881 -2.870 0.426  0.292
H: 8.200 -2.435 -1.130  0.102
H: 2.593 1.916 0.941  0.091
H: 7.644 1.719 0.366  0.094
C: 5.296 2.558 -0.284  -0.206
H: 6.025 -3.378 -0.802  0.072
H: 0.142 3.373 -1.075  0.111
H: 5.627 -2.700 5.126  0.011
Cl: -6.102 -4.778 -2.165  0.538
C: -8.039 1.118 0.900  -1.525
H: 2.565 4.713 -0.239  0.111
N: 2.439 -3.974 0.722  0.049
C: 1.767 1.964 -1.107  -0.193
Cl: 5.527 -3.482 2.922  0.564
H: 1.084 -1.865 1.541  0.126
Cl: -3.676 2.063 -6.972  0.546
H: 7.408 -0.338 0.918  0.091
C: -3.570 -2.057 4.817  -1.527
H: 6.624 3.134 -1.852  0.104
H: -3.485 -0.781 -3.953  0.073
Cl: -2.355 -0.413 9.287  0.494
C: -1.807 2.026 -2.748  -0.182
C: -3.023 -1.866 10.034  -1.558
O: -3.555 -1.222 1.110  0.289
H: 3.562 4.034 1.067  0.052
H: 3.070 -3.262 0.365  0.050
H: -12.195 2.408 1.815  -0.021
H: 0.713 -1.878 -0.780  0.060
H: -1.631 -1.116 -2.255  0.123
Cl: 0.829 3.836 -6.290  0.515
H: 8.879 0.083 -1.727  0.108
N: 0.356 -4.870 0.110  0.098
H: 2.581 1.876 -1.831  0.098
H: -7.553 -4.551 -0.339  0.014
H: -0.725 1.008 -1.177  0.088
Cl: 2.332 3.644 5.890  0.530
H: -2.922 1.608 -4.531  0.042
Cl: -3.209 -1.233 6.335  0.536
Cl: -7.496 0.350 2.392  0.532
C: -2.630 -0.749 -1.994  -0.193
O: -3.878 2.149 0.684  0.181
H: 4.768 1.660 0.053  0.113
Cl: -4.141 -1.445 11.332  0.526
Cl: 4.223 3.316 3.714  0.542
C: 0.491 -2.793 1.514  0.003
H: -0.032 -4.952 -0.817  0.073
Cl: -4.020 -0.818 -6.735  0.556
H: -4.538 -1.737 -1.397  0.039
H: -0.323 -5.078 0.825  0.079
Cl: -5.427 -4.467 0.646  0.577
H: -7.903 2.187 0.995  0.017
H: 5.742 -2.471 0.655  -0.016
C: 6.212 -2.405 -0.332  -0.131
Cl: -7.068 0.551 -0.458  0.506

As for the LUMO energy: 0.13 eV. The total charge is 0.